## a
The following is a DFT calculation (wB97M-V/def2-TZVPD) of a cluster of 2 separate species, CH5N2O in total.

Cartesian coordinates (Å):
O  -1.830  0.291  -1.928
H  -1.816  1.245  -1.795
N  0.072  -0.783  -0.190
C  0.495  -0.263  0.949
N  1.719  0.197  1.187
H  0.911  -0.870  -0.764
H  -1.065  0.041  -1.333
H  -0.311  -0.070  1.674
H  1.823  0.212  2.200

Output
Charge = -1
Kohn-Sham gap = 0.2774 Eh
Highest occupied orbital energy = -2.788 eV

## b
The following is a DFT calculation (wB97M-V/def2-TZVPD) of the ion CH5N2O with charge -1.

Cartesian coordinates (Å):
C  -0.317  0.876  0.419
N  0.199  -0.795  -1.203
N  -0.635  -0.456  -0.031
O  -0.229  -1.380  1.108
H  0.698  1.031  0.441
H  -0.680  1.669  -0.233
H  -0.646  1.002  1.494
H  1.091  -0.231  -1.296
H  0.520  -1.715  -0.700

Output
Charge = -1
Kohn-Sham gap = 0.2480 Eh
SMILES string = CN(N)[O-]
Highest occupied orbital energy = -1.922 eV

Most stable of them? a.

## a
The following is a DFT calculation (wB97M-V/def2-TZVPD) of a structure of composition C4H13N2.

Cartesian coordinates (Å):
C  0.389  0.427  -1.167
C  -0.815  -0.536  -1.300
C  -2.149  -0.307  -0.368
C  -1.739  -0.262  1.140
N  -0.998  0.919  1.540
N  0.907  0.555  0.124
H  -0.034  1.498  -1.517
H  1.114  0.002  -1.863
H  -1.240  -0.497  -2.330
H  -0.355  -1.587  -1.088
H  -2.769  -1.125  -0.541
H  -2.475  0.826  -0.661
H  -2.710  -0.329  1.713
H  6.264  -0.687  0.870
H  -1.202  -1.230  1.216
H  0.012  0.840  0.879
H  6.927  -0.587  0.574
H  1.786  1.020  0.262
H  -0.913  1.061  2.515

Output
Kohn-Sham gap (alpha / beta) = 0.3701 / 0.2419 Eh
Highest occupied orbital energy (alpha / beta) = -8.851 / -7.964 eV
Multiplicity = 2

## b
The following is a DFT calculation (wB97M-V/def2-TZVPD) of the molecule C4H13N2.

Cartesian coordinates (Å):
C  1.047  1.088  -0.142
C  -0.153  0.676  0.717
C  -1.174  -0.378  -0.044
C  -0.614  -1.730  -0.130
N  -0.006  -2.252  1.105
N  0.659  2.142  -0.996
H  1.093  0.166  -0.718
H  1.848  1.377  0.413
H  0.360  0.029  1.401
H  -0.704  1.476  1.237
H  -1.178  0.117  -0.984
H  -2.119  -0.364  0.526
H  -1.519  -2.416  -0.269
H  0.100  -1.894  -0.985
H  0.982  -2.275  0.922
H  -0.384  -3.142  1.222
H  1.353  2.265  -1.792
H  -0.353  2.133  -1.092
H  0.761  2.982  -0.389

Output
Kohn-Sham gap (alpha / beta) = 0.1637 / 0.3908 Eh
Highest occupied orbital energy (alpha / beta) = -3.588 / -9.889 eV
Multiplicity = 2

Most stable of them? b.

## a
The following is a DFT calculation (wB97M-V/def2-TZVPD) of the molecule C5H7NS.

Cartesian coordinates (Å):
C  -0.675  -0.826  -0.759
C  -1.103  0.627  -0.441
C  0.100  1.200  0.268
C  1.151  0.167  0.447
C  0.700  -1.103  -0.245
H  -1.956  0.617  0.271
H  -1.323  1.195  -1.398
H  0.424  2.261  0.143
H  -0.327  0.008  1.914
H  2.190  0.460  0.411
H  0.682  -2.001  0.448
H  1.374  -1.337  -1.068
N  0.393  0.639  1.570
S  -1.629  -1.907  -1.561

Output
Kohn-Sham gap = 0.3090 Eh
SMILES string = S=C1C[C@@H]2N[C@@H]2C1
Highest occupied orbital energy = -8.719 eV

## b
The following is a DFT calculation (wB97M-V/def2-TZVPD) of the molecule C5H7NS.

Cartesian coordinates (Å):
C  -2.508  -0.784  -0.219
C  -1.056  -0.723  -0.139
C  -0.513  -0.056  1.049
C  -1.099  0.360  2.179
C  1.705  0.308  -0.127
H  -2.741  -1.083  -1.461
H  -3.392  -0.301  0.651
H  -0.450  -1.215  -0.904
H  -2.323  0.536  2.323
H  -0.472  1.113  2.767
H  1.707  0.050  1.705
H  2.701  0.808  0.217
N  0.932  0.155  0.883
S  1.205  0.274  -1.745

Output
Kohn-Sham gap = 0.2857 Eh
SMILES string = C=CC(=C)NC=S
Highest occupied orbital energy = -8.039 eV

Most stable of them? a.

## a
The following is a DFT calculation (wB97M-V/def2-TZVPD) of a cluster of 2 separate species, C2H2NO2S2 in total.

Cartesian coordinates (Å):
C  0.754  1.562  -0.013
C  -0.598  -0.009  -0.779
N  -0.639  -0.677  0.316
O  -0.080  2.118  0.654
O  1.782  1.330  -0.493
S  0.253  -2.065  0.510
S  0.147  -2.510  2.387
H  -1.409  0.732  -0.819
H  -0.210  -0.481  -1.765

Output
Charge = -1
Kohn-Sham gap = 0.2243 Eh
Highest occupied orbital energy = -2.564 eV

## b
The following is a DFT calculation (wB97M-V/def2-TZVPD) of the ion C2H2NO2S2 with charge -1.

Cartesian coordinates (Å):
C  0.236  -0.105  1.593
C  -0.296  -0.156  0.155
N  1.270  -0.971  1.636
O  -0.204  0.612  2.476
O  3.253  -2.183  0.814
S  -1.675  -1.319  0.267
S  1.858  -2.329  1.156
H  -0.833  0.750  -0.103
H  0.485  -0.660  -0.311

Output
Charge = -1
Kohn-Sham gap (alpha / beta) = 0.2061 / 0.2060 Eh
Highest occupied orbital energy (alpha / beta) = -3.203 / -3.201 eV

Most stable of them? a.

## a
The following is a DFT calculation (wB97M-V/def2-TZVPD) of the molecule C4H2N2S.

Cartesian coordinates (Å):
C  0.134  -0.055  0.465
C  -0.278  -0.698  -0.810
C  -0.845  -1.621  -1.545
C  0.638  -0.856  1.492
H  0.378  3.398  0.352
H  -1.095  -2.110  -2.509
N  0.155  1.221  0.746
N  0.897  -1.636  2.313
S  0.016  2.357  -0.503

Output
Kohn-Sham gap = 0.3073 Eh
SMILES string = C#C/C(C#N)=N\S
Highest occupied orbital energy = -9.467 eV

## b
The following is a DFT calculation (wB97M-V/def2-TZVPD) of the molecule C4H2N2S.

Cartesian coordinates (Å):
C  0.843  -0.414  0.021
C  1.334  0.827  0.037
C  -0.574  -0.384  0.005
C  -1.219  0.928  0.007
N  -1.519  -1.240  0.007
N  -2.653  -1.331  0.017
S  0.113  2.045  0.013
H  1.260  -1.404  -0.076
H  2.416  0.973  -0.032

Output
Kohn-Sham gap = 0.2979 Eh
Highest occupied orbital energy = -9.002 eV

Most stable of them? a.

## a
The following is a DFT calculation (wB97M-V/def2-TZVPD) of the molecule C3H6Cl2O.

Cartesian coordinates (Å):
C  -2.167  0.449  0.144
C  -0.836  -0.346  -0.294
C  0.566  0.035  0.300
H  -3.405  -0.914  0.649
H  -2.069  0.645  1.261
H  -2.299  1.469  -0.327
H  -0.946  -1.231  0.245
H  -0.781  -0.466  -1.321
H  0.426  0.204  1.396
O  -3.310  -0.369  -0.156
Cl  1.287  1.534  -0.081
Cl  1.665  -1.392  -0.011

Output
Kohn-Sham gap = 0.4145 Eh
SMILES string = OCCC(Cl)Cl
Highest occupied orbital energy = -10.609 eV

## b
The following is a DFT calculation (wB97M-V/def2-TZVPD) of the molecule C3H6Cl2O.

Cartesian coordinates (Å):
C  -1.107  0.956  0.560
C  -0.143  0.169  -0.348
C  0.888  -0.812  0.367
H  -1.614  1.820  -0.147
H  -2.018  0.369  1.062
H  -0.400  1.428  1.420
H  0.367  -1.938  0.413
H  1.381  -0.398  1.222
H  1.255  -1.344  -1.211
O  1.850  -0.878  -0.713
Cl  0.663  1.428  -1.265
Cl  -1.121  -0.800  -1.359

Output
Kohn-Sham gap = 0.4077 Eh
SMILES string = CC(Cl)(Cl)CO
Highest occupied orbital energy = -10.379 eV

Most stable of them? a.